# 1
A molecular structure, C24H31BN7O2STi at a distorted geometry, computed with wB97M-V/def2-TZVPD.

XYZ file:
```
67
C24H31BN7O2STi | the Open Molecules 2025 dataset | wB97M-V/def2-TZVPD
Ti -1.203 0.917 -0.251
C 2.053 -4.460 2.249
C 1.890 -4.120 0.786
C 2.842 -4.481 -0.177
C 2.644 -4.138 -1.504
C 1.585 -3.322 -1.850
C 1.435 -2.967 -3.155
C 0.406 -2.183 -3.573
C -0.573 -1.819 -2.585
C -0.429 -2.147 -1.232
S -1.555 -1.441 -0.090
C 0.663 -2.948 -0.867
N 0.906 -3.325 0.446
H 2.049 -3.506 2.823
H 2.960 -5.049 2.462
H 1.132 -4.963 2.621
H 3.609 -5.221 0.057
H 3.241 -4.609 -2.252
H 2.197 -3.251 -3.895
H 0.350 -1.913 -4.608
H -1.329 -1.081 -2.852
B -3.198 3.019 1.288
N -2.753 1.888 2.295
C -3.065 1.703 3.585
C -2.474 0.497 4.002
C -1.767 0.044 2.922
N -1.883 0.895 1.884
N -3.873 2.375 0.018
C -5.193 2.379 -0.273
C -5.342 1.495 -1.307
C -4.073 0.990 -1.643
N -3.219 1.574 -0.804
H -3.915 3.743 1.928
H -2.176 3.562 0.856
H -3.687 2.440 4.133
H -2.677 -0.043 4.951
H -1.263 -0.901 2.801
H -5.768 2.986 0.408
H -6.246 1.218 -1.873
H -3.702 0.368 -2.498
C -0.380 3.286 -3.324
C -0.574 2.358 -2.184
O -0.854 1.173 -2.410
O -0.462 2.785 -0.955
H 0.599 3.794 -3.153
H -1.140 4.069 -3.401
H -0.393 2.690 -4.222
C 1.300 -0.203 1.524
C 2.742 -0.386 1.623
N 3.454 0.835 1.157
C 2.753 2.016 1.596
C 1.382 2.098 0.791
N 1.033 0.732 0.359
C 1.976 0.358 -0.766
C 3.319 0.895 -0.376
H 0.738 0.264 2.286
H 0.720 -1.119 1.338
H 3.081 -1.253 1.075
H 3.027 -0.564 2.632
H 3.391 2.876 1.467
H 2.451 1.891 2.656
H 1.481 2.691 -0.122
H 0.629 2.514 1.456
H 1.615 0.564 -1.760
H 1.979 -0.762 -0.901
H 3.470 1.919 -0.634
H 4.068 0.269 -0.983
```

Output
* lowest unoccupied orbital energy (spin up / spin down): 0.00615 / 0.00711 Ha
* spin multiplicity: 2
* HOMO (spin up / spin down): -7.893 / -7.882 eV

---

# 2
A molecular structure, C24H31BN9OSn at a distorted geometry, computed with wB97M-V/def2-TZVPD.

XYZ file:
```
67
C24H31BN9OSn | the Open Molecules 2025 dataset | wB97M-V/def2-TZVPD
Sn 0.188 -0.294 0.295
C 3.848 -0.907 -0.956
C 2.910 0.040 -1.623
C 3.107 0.675 -2.838
C 2.118 1.636 -2.926
N 1.358 1.577 -1.833
N 1.809 0.560 -1.025
B 0.311 2.577 -1.259
N -1.082 1.911 -1.432
C -2.160 2.268 -2.137
C -3.186 1.379 -1.871
C -2.659 0.465 -0.966
C -3.317 -0.694 -0.298
N -1.389 0.812 -0.706
N 0.608 2.735 0.273
C 1.046 3.816 0.936
C 1.257 3.478 2.259
C 0.931 2.127 2.356
C 0.961 1.220 3.540
N 0.551 1.698 1.147
N 0.329 3.923 -1.901
C -0.541 4.945 -1.642
C -0.135 6.025 -2.370
C 1.015 5.584 -3.069
C 1.866 6.362 -4.016
N 1.288 4.325 -2.778
H 3.917 -1.862 -1.477
H 3.587 -1.065 0.085
H 4.844 -0.466 -0.968
H 3.906 0.503 -3.536
H 1.949 2.395 -3.669
H -2.133 3.121 -2.794
H -4.181 1.390 -2.278
H -3.732 -1.384 -1.033
H -4.140 -0.349 0.327
H -2.618 -1.240 0.343
H 1.180 4.758 0.432
H 1.598 4.123 3.048
H 1.540 1.667 4.343
H 1.418 0.259 3.295
H -0.047 1.039 3.918
H -1.356 4.827 -0.947
H -0.589 6.999 -2.409
H 1.515 7.388 -4.097
H 1.853 5.913 -5.009
H 2.904 6.373 -3.684
O -0.500 -2.066 -1.568
C 0.373 -3.086 -2.145
C 0.796 -4.196 -1.177
C 1.489 -3.683 0.106
C 0.615 -3.551 1.315
C 0.279 -4.690 2.042
C -0.547 -4.597 3.144
C -1.036 -3.356 3.519
C -0.670 -2.263 2.765
N 0.140 -2.365 1.705
H -1.366 -2.443 -1.366
H 1.247 -2.527 -2.479
H -0.111 -3.498 -3.030
H 1.493 -4.826 -1.731
H -0.054 -4.831 -0.914
H 1.952 -2.728 -0.106
H 2.284 -4.374 0.384
H 0.684 -5.644 1.731
H -0.814 -5.484 3.703
H -1.683 -3.233 4.376
H -1.026 -1.268 3.010
```

Output
* lowest unoccupied orbital energy (spin up / spin down): -0.21214 / -0.30443 Ha
* net charge: +2
* spin multiplicity: 2
* HOMO (spin up / spin down): -13.794 / -13.793 eV

---

# 3
A single C24H31N3O2 molecule, computed with wB97M-V/def2-TZVPD.

XYZ file:
```
60
C24H31N3O2 | the Open Molecules 2025 dataset | wB97M-V/def2-TZVPD
C 0.005 4.243 -0.029
C -0.142 3.135 1.003
O 0.826 2.149 0.709
C 0.845 0.998 1.445
C -0.017 0.743 2.505
C 0.076 -0.445 3.211
C 1.034 -1.381 2.877
C 1.894 -1.125 1.822
C 1.809 0.043 1.082
C 2.747 0.275 -0.084
N 2.304 -0.156 -1.399
C 1.421 0.720 -2.131
C -0.067 0.453 -1.889
N -0.370 -0.946 -2.138
C -1.799 -1.226 -2.023
C -2.383 -0.853 -0.696
C -2.433 -1.558 0.473
C -2.972 -0.699 1.470
C -3.257 -0.843 2.827
C -3.766 0.237 3.512
C -4.006 1.458 2.875
C -3.745 1.627 1.531
C -3.228 0.542 0.837
N -2.862 0.417 -0.472
C 0.432 -1.788 -1.267
C 1.929 -1.551 -1.521
C 2.341 -2.091 -2.900
C 3.851 -1.975 -3.107
O 4.587 -2.794 -2.227
H 1.005 4.665 0.019
H -0.153 3.844 -1.028
H -0.722 5.026 0.164
H 0.018 3.534 2.014
H -1.152 2.703 0.956
H -0.769 1.459 2.794
H -0.606 -0.624 4.028
H 1.117 -2.302 3.433
H 2.655 -1.849 1.567
H 3.681 -0.262 0.117
H 2.971 1.342 -0.154
H 1.648 1.753 -1.862
H 1.629 0.590 -3.199
H -0.657 1.063 -2.581
H -0.320 0.740 -0.859
H -2.304 -0.670 -2.821
H -1.941 -2.294 -2.203
H -2.128 -2.576 0.614
H -3.076 -1.784 3.325
H -3.989 0.148 4.566
H -4.405 2.282 3.448
H -3.937 2.569 1.036
H -2.942 1.132 -1.175
H 0.185 -2.831 -1.480
H 0.210 -1.592 -0.205
H 2.497 -2.110 -0.771
H 2.044 -3.141 -2.969
H 1.819 -1.546 -3.683
H 4.170 -0.954 -2.892
H 4.104 -2.218 -4.150
H 4.293 -3.705 -2.340
```

Output
* lowest unoccupied orbital energy: 0.02451 Ha
* HOMO: -7.807 eV

---

# 4
A single C24H31N3O4 molecule, computed with wB97M-V/def2-TZVPD.

XYZ file:
```
62
C24H31N3O4 | the Open Molecules 2025 dataset | wB97M-V/def2-TZVPD
C -4.495 -2.508 1.388
O -5.108 -1.258 1.670
C -5.860 -0.704 0.713
O -6.044 -1.194 -0.371
C -6.534 0.553 1.218
C -5.594 1.762 1.228
C -4.896 2.011 -0.123
C -5.923 2.102 -1.249
N -3.874 0.974 -0.297
C -3.640 0.489 -1.644
C -2.731 -0.736 -1.609
C -1.399 -0.415 -0.939
O -0.676 -1.633 -0.843
C 0.662 -1.629 -0.626
C 1.253 -2.893 -0.522
C 2.607 -3.017 -0.314
C 3.416 -1.889 -0.184
C 4.876 -2.090 0.027
O 5.469 -3.073 -0.380
N 5.488 -1.125 0.755
C 6.920 -1.059 0.878
C 7.440 0.303 0.502
C 8.798 0.518 0.278
C 9.223 1.793 -0.050
C 8.284 2.810 -0.144
C 6.958 2.495 0.101
N 6.545 1.279 0.416
C 2.831 -0.634 -0.305
C 1.471 -0.501 -0.524
C -1.673 0.189 0.439
C -2.617 1.377 0.306
H -4.976 -2.971 0.524
H -3.434 -2.363 1.181
H -4.614 -3.135 2.271
H -7.398 0.749 0.585
H -6.873 0.368 2.238
H -4.834 1.601 1.992
H -6.169 2.648 1.504
H -4.402 2.999 -0.058
H -6.403 1.145 -1.424
H -5.456 2.436 -2.172
H -6.681 2.830 -0.972
H -3.181 1.267 -2.284
H -4.588 0.184 -2.080
H -2.556 -1.094 -2.624
H -3.224 -1.530 -1.050
H -0.847 0.304 -1.563
H 0.619 -3.760 -0.618
H 3.068 -3.991 -0.245
H 5.006 -0.268 0.981
H 7.224 -1.280 1.913
H 7.345 -1.834 0.232
H 9.496 -0.301 0.358
H 10.269 1.992 -0.233
H 8.573 3.817 -0.400
H 6.182 3.247 0.044
H 3.435 0.261 -0.261
H 1.058 0.491 -0.620
H -0.744 0.503 0.918
H -2.138 -0.571 1.067
H -2.126 2.168 -0.296
H -2.811 1.788 1.299
```

Output
* lowest unoccupied orbital energy: 0.02705 Ha
* HOMO: -8.454 eV

---

# 5
A single C24H31N3O4 molecule, computed with wB97M-V/def2-TZVPD.

XYZ file:
```
62
C24H31N3O4 | the Open Molecules 2025 dataset | wB97M-V/def2-TZVPD
C -1.427 -1.018 2.603
C -0.364 -1.468 1.650
C 0.973 -1.513 2.018
C 1.961 -1.890 1.120
C 1.616 -2.220 -0.184
O 2.505 -2.546 -1.179
C 3.864 -2.699 -0.839
C 4.545 -1.403 -0.384
O 5.505 -1.409 0.355
N 3.992 -0.287 -0.901
C 4.329 1.026 -0.402
C 3.267 1.562 0.574
N 2.447 2.610 -0.010
C 1.642 2.234 -1.156
C 0.385 1.422 -0.792
N -0.388 2.149 0.189
C -1.599 2.707 0.023
O -2.124 3.396 0.883
C -2.324 2.481 -1.311
O -2.393 1.155 -1.782
C -3.208 0.271 -1.124
C -3.400 -0.958 -1.755
C -4.185 -1.927 -1.167
C -4.801 -1.702 0.061
C -5.647 -2.767 0.690
C -4.608 -0.474 0.674
C -3.823 0.511 0.096
C 0.383 2.469 1.377
C 1.614 3.290 0.965
C 0.272 -2.200 -0.558
C -0.699 -1.837 0.350
H -2.299 -1.666 2.535
H -1.751 -0.007 2.350
H -1.063 -1.017 3.627
H 1.261 -1.249 3.026
H 2.988 -1.917 1.451
H 4.353 -3.049 -1.753
H 4.004 -3.457 -0.059
H 3.163 -0.392 -1.469
H 4.462 1.724 -1.231
H 5.282 0.905 0.115
H 3.772 2.013 1.430
H 2.681 0.706 0.947
H 2.250 1.672 -1.865
H 1.330 3.165 -1.643
H -0.207 1.223 -1.682
H 0.673 0.461 -0.352
H -1.794 3.037 -2.093
H -3.327 2.911 -1.201
H -2.919 -1.131 -2.705
H -4.323 -2.876 -1.666
H -5.082 -3.693 0.794
H -6.516 -2.977 0.067
H -5.995 -2.458 1.672
H -5.077 -0.273 1.626
H -3.697 1.450 0.610
H -0.255 3.043 2.049
H 0.684 1.537 1.866
H 2.213 3.531 1.844
H 1.273 4.227 0.512
H 0.014 -2.472 -1.569
H -1.734 -1.828 0.048
```

Output
* lowest unoccupied orbital energy: 0.02264 Ha
* HOMO: -8.329 eV

---

# 6
A single C24H31N3O4S molecule at a distorted geometry, computed with wB97M-V/def2-TZVPD.

XYZ file:
```
63
C24H31N3O4S | the Open Molecules 2025 dataset | wB97M-V/def2-TZVPD
C -6.243 -1.666 2.335
C -6.885 -0.636 1.456
C -7.921 0.164 1.918
C -8.506 1.115 1.100
C -8.066 1.276 -0.202
C -7.034 0.486 -0.678
C -6.438 -0.459 0.146
C -5.365 -1.346 -0.411
O -5.627 -2.383 -0.995
N -4.094 -0.930 -0.207
C -3.708 0.339 0.359
C -3.071 1.228 -0.713
C -1.907 0.518 -1.416
C -0.699 0.379 -0.490
O -0.728 0.601 0.697
N 0.422 -0.015 -1.169
C 1.698 -0.289 -0.677
C 2.677 -0.668 -1.600
C 3.958 -0.957 -1.176
C 4.266 -0.870 0.169
S 5.937 -1.258 0.678
O 6.313 -2.518 0.105
O 6.027 -1.107 2.104
N 6.770 -0.061 -0.141
C 8.040 -0.423 -0.722
C 6.599 1.259 0.441
C 7.595 1.564 1.560
C 6.631 2.328 -0.651
C 3.307 -0.500 1.092
C 2.021 -0.206 0.676
C -2.368 -0.860 -1.920
C -2.991 -1.665 -0.780
H -6.818 -1.809 3.247
H -5.233 -1.358 2.607
H -6.170 -2.616 1.809
H -8.275 0.037 2.931
H -9.312 1.726 1.478
H -8.526 2.010 -0.846
H -6.690 0.595 -1.697
H -4.583 0.836 0.781
H -2.979 0.164 1.156
H -2.711 2.144 -0.245
H -3.826 1.490 -1.458
H -1.593 1.125 -2.274
H 0.328 -0.138 -2.168
H 2.426 -0.738 -2.649
H 4.727 -1.259 -1.868
H 8.879 -0.284 -0.034
H 8.210 0.161 -1.628
H 7.972 -1.477 -0.980
H 5.592 1.233 0.874
H 7.569 0.760 2.291
H 7.321 2.495 2.049
H 8.604 1.665 1.168
H 5.956 2.058 -1.459
H 6.322 3.283 -0.238
H 7.636 2.435 -1.053
H 3.583 -0.451 2.134
H 1.268 0.086 1.388
H -1.538 -1.423 -2.351
H -3.120 -0.717 -2.699
H -3.383 -2.615 -1.150
H -2.245 -1.857 0.000
```

Output
* lowest unoccupied orbital energy: 0.01251 Ha
* HOMO: -8.987 eV

---

no.,M (g mol⁻¹),energy (eV)
1,540.305,-74546.9135
2,591.097,-47345.7462
3,393.531,-33956.5146
4,425.529,-38052.4764
5,425.529,-38052.0636
6,457.596,-48887.8990